Formula: C3H11N2O2
Source: the OMol25 dataset
Level of theory: ωB97M-V/def2-TZVPD

Structure (XYZ):
```
18
C3H11N2O2 | the OMol25 dataset | ωB97M-V/def2-TZVPD
N 2.08828 0.00296 -2.66854
C 2.22332 0.66221 -1.35218
O 1.07979 0.80104 -0.58961
H 1.80591 -0.94649 -2.49390
H 1.36189 0.51234 -3.16400
H 3.05756 0.12002 -0.82741
H 2.62715 1.63275 -1.60595
C -0.48420 -0.76351 1.43812
O 0.39039 -1.22484 0.47044
C -1.75521 -0.19988 0.80676
N -2.76134 0.18932 1.79685
H -0.70310 -1.59186 2.12597
H -0.04742 0.05531 2.04299
H 0.79299 -0.28463 -0.18136
H -1.55353 0.65076 0.11471
H -2.12808 -1.05263 0.23684
H -3.61298 0.57361 1.39372
H -2.38139 0.86353 2.45653
```

## Properties
- E_LUMO (eV) = 4.2
- HOMO-LUMO gap (eV) = 7.92
- charge = -1
- HOMO energy (eV) = -3.721


Formula: C39H57BN12O2S4V
Source: the OMol25 dataset
Level of theory: ωB97M-V/def2-TZVPD

Structure (XYZ):
```
116
C39H57BN12O2S4V | the OMol25 dataset | ωB97M-V/def2-TZVPD
V 0.10780 0.02590 -0.18392
C 3.89788 -3.11341 -0.80527
C 2.87247 -3.22224 0.27165
C 2.57827 -4.40198 0.89916
C 1.59294 -4.42219 1.90951
N 0.87409 -3.35832 2.16762
N 1.12552 -2.21526 1.55454
B 0.30371 -0.95140 1.86821
N -1.06816 -1.28181 2.51791
N -1.07800 -2.01758 3.63124
C -2.21373 -2.31052 4.20661
C -3.43857 -1.85245 3.66480
C -3.44040 -1.05890 2.55860
C -4.70735 -0.49073 2.00559
C -2.18266 -0.78066 1.96305
S -2.03598 0.26557 0.63017
C -2.24539 -3.10042 5.49975
C -0.84201 -3.46714 5.96539
C -3.06052 -4.38604 5.29212
C -2.91899 -2.25063 6.58958
N 1.10650 0.08087 2.71030
N 1.68062 -0.46268 3.78628
C 2.39480 0.26848 4.59422
C 2.55453 1.65739 4.36326
C 1.99350 2.22889 3.26029
C 2.16905 3.66916 2.92034
C 1.24946 1.38507 2.38349
S 0.62007 2.01125 0.93327
C 3.05749 -0.39259 5.78411
C 2.81412 -1.90021 5.75810
C 2.46574 0.20073 7.07117
C 4.57048 -0.13411 5.72688
C 2.13776 -2.08112 0.66999
S 2.47439 -0.51527 0.09459
C 1.36784 -5.62820 2.80025
C 2.07550 -6.88879 2.30110
C 1.95145 -5.24709 4.17291
C -0.13824 -5.90075 2.89360
H 4.39681 -4.06737 -0.95607
H 4.63338 -2.34877 -0.55546
H 3.42010 -2.80974 -1.73885
H 3.10378 -5.30169 0.61739
H -4.37218 -2.10710 4.14494
H -5.45978 -0.42702 2.78880
H -5.09508 -1.14100 1.21938
H -4.52771 0.49681 1.58466
H -0.37031 -4.13190 5.24906
H -0.89893 -3.96934 6.92967
H -0.23381 -2.57160 6.06787
H -2.64395 -4.98794 4.48569
H -4.10363 -4.17616 5.05861
H -3.03242 -4.97259 6.20912
H -2.37077 -1.32296 6.75360
H -2.92516 -2.81683 7.51951
H -3.94969 -2.00071 6.34198
H 3.13283 2.26581 5.04343
H 2.72703 4.18444 3.69790
H 1.19902 4.14642 2.78146
H 2.70083 3.75519 1.97162
H 1.74915 -2.11264 5.73682
H 3.24911 -2.35738 6.64519
H 3.27163 -2.34241 4.87435
H 1.39020 0.02699 7.11400
H 2.64662 1.27261 7.14596
H 2.92291 -0.27900 7.93514
H 4.98381 -0.49743 4.78569
H 5.05449 -0.67151 6.54083
H 4.81579 0.92221 5.82852
H 3.15925 -6.77131 2.29289
H 1.73683 -7.16798 1.30318
H 1.84129 -7.70942 2.97754
H 3.03830 -5.17374 4.11628
H 1.69878 -6.01009 4.90824
H 1.56433 -4.28654 4.50273
H -0.50708 -6.26439 1.93402
H -0.67217 -4.98563 3.13852
H -0.33551 -6.65851 3.65106
N -5.77365 0.32846 -4.38715
C -4.83207 -0.53991 -3.73370
C -3.82669 -1.17758 -4.44519
C -2.86595 -1.91904 -3.77415
C -2.88961 -1.97365 -2.38777
C -3.93472 -1.40029 -1.68439
C -4.92029 -0.69810 -2.35575
S -1.50020 -2.64261 -1.46632
O -1.90180 -2.78317 -0.09395
O -0.97222 -3.77407 -2.15306
N -0.33495 -1.46070 -1.38319
C 0.21964 -0.87417 -2.45674
N 1.03092 0.15028 -2.10212
C 1.71365 0.78373 -3.04361
C 1.58728 0.43246 -4.37620
C 0.66845 -0.57066 -4.65823
N -0.01982 -1.21125 -3.72471
H -5.75149 0.18326 -5.39312
H -6.71760 0.13961 -4.05700
H -3.79161 -1.11128 -5.52561
H -2.11031 -2.46726 -4.31031
H -3.97125 -1.52599 -0.61632
H -5.75317 -0.26596 -1.81519
H 2.37553 1.57582 -2.71124
H 2.15862 0.91550 -5.15214
H 0.45809 -0.87634 -5.67628
N -4.38806 3.46857 -3.60937
C -2.92111 3.33062 -3.41594
C -2.59504 2.59675 -2.09872
N -1.31051 1.92188 -2.11924
H -4.59167 4.12840 -4.36041
H -4.82029 3.83056 -2.75883
H -4.83782 2.45068 -3.88829
H -2.45185 4.31481 -3.42284
H -2.53411 2.75459 -4.25828
H -3.35453 1.83677 -1.90440
H -2.59117 3.29892 -1.26358
H -0.54666 2.58811 -2.17328
H -1.26196 1.29801 -2.91961
```

## Properties
- expectation value of S² = 0.84
- E_LUMO (alpha / beta) (eV) = -5.0 / -5.0
- HOMO-LUMO gap (alpha / beta) (eV) = 7.17 / 7.01
- charge = +2
- HOMO energy (alpha / beta) (eV) = -12.131 / -11.967
- multiplicity = 2


Formula: C2H3NO2S
Source: the OMol25 dataset
Level of theory: ωB97M-V/def2-TZVPD

Structure (XYZ):
```
9
C2H3NO2S | the OMol25 dataset | ωB97M-V/def2-TZVPD
O 2.03263 0.96039 -0.20699
C 0.98885 0.65132 0.61867
O -0.21561 0.33334 -0.19920
N -1.08901 -0.70565 -0.01616
C -2.10620 -1.06948 -0.56221
S -3.39306 -1.81304 -1.01439
H 1.93363 0.43120 -1.04572
H 1.19613 -0.25218 1.06009
H 0.65264 1.46410 1.36591
```

## Properties
- E_LUMO (eV) = -0.1
- HOMO-LUMO gap (eV) = 8.91
- charge = 0
- HOMO energy (eV) = -8.981
- SMILES string = OCON=C=S


Formula: CO4S2
Source: the OMol25 dataset
Level of theory: ωB97M-V/def2-TZVPD

Structure (XYZ):
```
7
CO4S2 | the OMol25 dataset | ωB97M-V/def2-TZVPD
C 1.52086 0.00242 -0.54643
O 1.20429 0.17319 2.00385
O -0.75861 0.56686 0.43242
O -2.14037 -1.24990 -0.55529
O 0.78925 -0.47537 -1.36522
S 0.85698 1.01596 0.88376
S -1.47240 -0.03315 -0.85310
```

## Properties
- expectation value of S² = 2.01
- E_LUMO (alpha / beta) (eV) = -1.0 / -2.6
- HOMO-LUMO gap (alpha / beta) (eV) = 6.62 / 8.83
- charge = 0
- HOMO energy (alpha / beta) (eV) = -7.603 / -11.469
- multiplicity = 3


Question: Which formula does entry 3 have?
Answer: C2H3NO2S


Question: What is the charge in the second record?
Answer: +2


Question: Among the records above, which one has the highest charge?
Answer: C39H57BN12O2S4V


Question: Among the records above, which one has the lowest charge?
Answer: C3H11N2O2